12
Properties=species:S:1:pos:R:3:mulliken_charge:R:1 method="wB97M-V/def2-TZVPD" orbital_gap_ev=9.0 lumo_ha=0.0272 smiles="CN(C)C=S" de_lowest_kj_mol=42.3 e_homo_ev=-8.22
C 0.750 1.438 -0.029 -1.000
C 2.079 -0.694 0.038 -0.890
C -0.305 -0.704 -0.071 -0.091
H 0.535 1.764 1.013 0.336
H 1.697 1.921 -0.392 0.346
H -0.118 1.810 -0.560 0.337
H 2.549 -0.972 -0.921 0.281
H 2.828 -0.140 0.631 0.365
H 1.841 -1.624 0.473 0.335
H -0.182 -1.786 -0.042 0.220
N 0.833 0.008 -0.021 0.104
S -1.883 -0.079 0.020 -0.343